Here is a structure of composition C4H12N4O from the Open Molecules 2025 dataset. Energies are from the ωB97M-V functional and the def2-TZVPD basis.

Each line ends with the Mulliken charge.
Atoms and positions in Å:
C1 -1.3900 0.3428 0.2352  0.962
C2 -1.6308 0.7433 -1.2235  -1.596
C3 3.1051 -0.1721 -0.5103  -0.800
N1 0.0491 0.1509 0.4720  -0.303
N2 2.1050 -0.4606 0.5252  -0.242
C4 0.7263 -0.8732 -0.0252  0.061
N3 -2.1776 -0.8609 0.5169  -0.707
N4 -1.7718 1.4428 1.1080  -0.667
O1 0.5061 -1.8780 -0.6656  -0.632
H1 1.2349 0.4909 0.9096  0.531
H2 2.4426 -1.1689 1.1735  0.248
H3 -1.8883 -1.6196 -0.0942  0.284
H4 -2.0045 -1.1650 1.4704  0.260
H5 -1.5027 1.2330 2.0637  0.249
H6 -2.7803 1.5466 1.0842  0.297
H7 -1.0670 1.6471 -1.4476  0.362
H8 -1.3106 -0.0577 -1.8907  0.346
H9 -2.6927 0.9296 -1.3853  0.426
H10 2.7421 0.6605 -1.1130  0.273
H11 4.0502 0.1079 -0.0461  0.317
H12 3.2548 -1.0393 -1.1571  0.331

* DFT total energy: -453.8433 Ha
* largest force on an atom: 0.987 eV/Å
* total charge: 0
* relative energy (zero: lowest compared OMol25 entry of this formula, charge and spin): 1.603 eV
* E_HOMO: -9.16 eV

Here is a cluster of 2 separate species, C4H12N6 in total in a non-equilibrium geometry from the Open Molecules 2025 dataset. Energies are from the ωB97M-V functional and the def2-TZVPD basis.

Each line ends with the Mulliken charge.
Atoms and positions in Å:
C1 0.4117 -1.4026 -0.6397  -0.299
C2 -2.3345 0.6693 -0.5752  0.389
C3 1.3682 -1.1235 0.3582  0.270
C4 2.5702 0.9837 0.2332  0.088
N1 -3.4860 1.3416 -0.5661  -0.311
N2 1.5763 0.1848 0.3565  -0.320
N3 -1.5926 0.4723 0.5448  -0.278
N4 1.6121 -1.8514 1.4109  -0.332
N5 2.5037 2.2499 0.6037  -0.342
N6 0.5835 -2.0221 -1.8135  -0.189
H1 3.5064 0.6205 -0.1862  0.361
H2 -3.8118 1.8297 0.2598  0.240
H3 -1.8379 0.2318 -1.5031  0.214
H4 -0.9714 -0.3865 0.5587  0.362
H5 -1.9078 1.1208 1.2387  0.206
H6 1.8558 -1.3780 2.1924  0.228
H7 1.1664 -2.7975 1.5482  0.298
H8 1.5223 2.6728 0.8903  0.288
H9 3.3416 2.8425 0.4114  0.286
H10 -4.0116 1.3639 -1.4300  0.273
H11 -0.2470 -2.1560 -2.5024  0.297
H12 1.4756 -2.3653 -2.0133  0.270

* DFT total energy: -487.5015 Ha
* largest force on an atom: 4.567 eV/Å
* total charge: +2
* relative energy (zero: lowest compared OMol25 entry of this formula, charge and spin): 1.183 eV
* E_HOMO: -16.76 eV

> Which value of E_HOMO does entry 1 give?

-9.16 eV

Copy entry 2 word for word.
Here is a cluster of 2 separate species, C4H12N6 in total in a non-equilibrium geometry from the Open Molecules 2025 dataset. Energies are from the ωB97M-V functional and the def2-TZVPD basis.

Each line ends with the Mulliken charge.
Atoms and positions in Å:
C1 0.4117 -1.4026 -0.6397  -0.299
C2 -2.3345 0.6693 -0.5752  0.389
C3 1.3682 -1.1235 0.3582  0.270
C4 2.5702 0.9837 0.2332  0.088
N1 -3.4860 1.3416 -0.5661  -0.311
N2 1.5763 0.1848 0.3565  -0.320
N3 -1.5926 0.4723 0.5448  -0.278
N4 1.6121 -1.8514 1.4109  -0.332
N5 2.5037 2.2499 0.6037  -0.342
N6 0.5835 -2.0221 -1.8135  -0.189
H1 3.5064 0.6205 -0.1862  0.361
H2 -3.8118 1.8297 0.2598  0.240
H3 -1.8379 0.2318 -1.5031  0.214
H4 -0.9714 -0.3865 0.5587  0.362
H5 -1.9078 1.1208 1.2387  0.206
H6 1.8558 -1.3780 2.1924  0.228
H7 1.1664 -2.7975 1.5482  0.298
H8 1.5223 2.6728 0.8903  0.288
H9 3.3416 2.8425 0.4114  0.286
H10 -4.0116 1.3639 -1.4300  0.273
H11 -0.2470 -2.1560 -2.5024  0.297
H12 1.4756 -2.3653 -2.0133  0.270

* DFT total energy: -487.5015 Ha
* largest force on an atom: 4.567 eV/Å
* total charge: +2
* relative energy (zero: lowest compared OMol25 entry of this formula, charge and spin): 1.183 eV
* E_HOMO: -16.76 eV

> Which value of relative energy (zero: lowest compared OMol25 entry of this formula, charge and spin) does entry 2 give?

1.183 eV

> The lowest largest force on an atom belongs to which entry?

C4H12N4O